# 1
52
Properties=species:S:1:pos:R:3:forces:R:3 method="wB97M-V/def2-TZVPD" multiplicity=1 molar_mass_g_mol=664.8 total_energy_ev=-109086.6322 orbital_gap_ev=2.17 charge=+3
Ca 3.78711 -7.56982 2.46752 0.9844 0.1935 -0.3182
Cl 4.15511 2.21951 0.80436 0.3735 0.9036 -2.8896
P 2.95659 4.39410 -0.30499 -1.5308 2.4011 0.9043
Al -1.84510 -0.70651 -3.82212 -1.3403 -0.6706 -1.5136
Mg 0.61098 -2.16095 2.02062 0.5128 -0.9132 0.0384
F -4.77203 -3.52109 5.68822 1.1171 0.8800 -0.5650
F -2.53217 -3.21258 5.06148 -0.2044 0.3697 -0.3919
F -3.57721 -1.68560 6.50646 0.0649 -0.7123 -1.2687
F 0.70095 8.40357 -4.04430 -0.1654 -0.0095 0.0102
F -4.19141 -1.76524 4.25482 0.5749 -0.1169 -0.1748
F -2.37083 1.36738 3.37646 1.1015 -3.2477 0.3107
O 0.70429 7.19567 -5.93736 -0.2150 -0.9301 0.3195
O 1.93859 4.78201 -1.36740 1.0003 -0.4054 0.8207
O -1.44405 -0.31764 4.76214 -2.1035 2.5878 -5.5746
O 0.85284 -4.02515 -1.67370 0.6482 1.1543 0.6898
O 3.81252 3.18437 -0.83499 0.9966 -3.2150 2.4687
O 3.87008 5.58415 -0.02099 -0.7629 -0.5874 -0.1204
O -0.77562 -5.12421 -2.70384 0.1643 1.6950 0.8083
O 2.21710 4.00445 0.97152 -0.0316 0.7833 -1.1159
O -1.06401 -3.01064 -1.89577 -0.8883 1.8426 -0.6305
O 1.05662 5.15100 -5.04798 -0.1361 0.1189 -0.2474
O 1.07232 5.42417 -7.29550 -0.0582 0.2740 1.2325
N -0.58817 -0.48190 -1.32384 -2.6127 -1.5436 1.5503
N 0.28433 -5.22479 1.95965 1.0608 -3.8507 1.4933
N 0.34966 0.48052 -1.39424 0.4237 -0.0696 4.0756
C -1.30076 -0.99814 -0.24419 0.1663 1.0422 1.3438
C 0.95724 5.88330 -6.19778 0.2921 -0.3218 -1.9815
C 0.57394 0.98847 -0.09589 0.1553 1.0882 1.6760
C -0.42519 -4.09156 -2.14097 -0.9847 -3.5282 -1.9803
C -0.07124 0.66077 1.23861 -1.6116 -1.2288 -3.7030
C 0.51877 -6.31400 2.36221 -0.6043 2.7809 -1.0409
C -1.15492 -0.47175 1.19792 3.4116 1.6374 -2.1790
C -1.95502 -1.01749 2.47455 0.2167 0.4732 -0.6648
C 0.28457 7.23829 -4.58821 0.1805 1.0175 0.0579
C 0.80533 -7.69867 2.86943 -1.3211 1.1652 -0.6565
C -1.90826 0.04933 3.66119 1.1916 -1.3568 4.1914
C 0.99511 6.07505 -3.97231 0.0610 -0.4607 0.8429
B -3.77371 -2.54664 5.38299 -0.8836 -0.3045 1.5771
Li 1.96368 -0.00448 -2.77557 0.0868 0.3823 0.2278
H 0.23335 1.21390 2.18625 -0.4451 -0.7487 -1.4938
H -1.37715 -1.94272 2.86269 -1.7895 1.4658 -0.0520
H 1.39991 1.79953 -0.05672 -1.5891 -1.4753 -0.1064
H -3.00653 -1.35942 2.17898 1.2572 0.5731 0.7190
H 0.43182 -8.44064 2.15924 0.0821 0.0037 0.0150
H 0.72622 -3.12218 -1.32818 1.1460 -0.2981 0.4527
H 1.88428 -7.83494 2.99284 -0.5767 -0.2963 0.5579
H -0.80675 7.17594 -4.54041 0.0597 0.1684 0.0248
H 2.01017 6.32377 -3.64879 -0.1204 0.2501 -0.0693
H 0.31627 -7.85122 3.83485 0.2119 -0.0159 0.0639
H -2.04259 -1.86001 -0.42543 1.4015 1.5139 -0.2205
H -0.80851 -0.91771 -2.26325 1.0085 -0.3997 2.7073
H 0.45068 5.65485 -3.12595 0.0234 -0.0592 -0.2212

=====

# 2
48
Properties=species:S:1:pos:R:3:forces:R:3 method="wB97M-V/def2-TZVPD" multiplicity=1 smiles="NB(O)C1=C(CON=O)C(=O)C(B(O)O)=C(B(O)O)C1=O.FC(F)C(F)(F)COC(F)(F)C(F)F" molar_mass_g_mol=529.7 total_energy_ev=-59875.5315 orbital_gap_ev=8.06 charge=0
F 1.36245 3.13970 0.74840 -0.5039 -0.0683 -0.2976
F -1.27390 8.53116 1.36900 0.3316 -0.1450 -0.4566
F 1.35387 4.88989 2.03536 -0.3391 -0.3194 -0.3229
F 0.58024 8.49743 -0.85260 -0.1118 -0.2762 0.8563
F -0.68437 6.75330 -0.63365 0.1430 0.9280 0.0936
F -1.37699 5.38475 1.10849 0.0749 -0.9477 -0.0085
F -0.08882 6.94902 2.28169 0.3846 0.6373 -0.2603
F -1.00849 3.51946 2.16134 0.4138 0.0489 -0.2253
O 0.20556 -7.04046 0.90849 1.8822 0.6020 -1.4333
O -3.48993 -0.91434 -2.33709 0.7047 -1.5813 3.9562
O 2.84308 -4.61974 1.81148 -1.4486 -1.7759 -2.4457
O -0.43931 -6.20884 2.76118 -0.9793 -1.3873 -3.7032
O -1.92412 -5.00937 -2.43109 3.8339 4.1343 5.2607
O 1.49554 6.62914 -0.05384 -1.7861 0.2882 0.5580
O -1.48824 0.08999 0.75374 1.1164 -2.5022 -2.9378
O 2.14903 -1.73279 -0.61781 -6.9202 -4.1091 0.0689
O -4.34960 -2.91375 -1.05444 4.2096 -0.0481 -0.7433
O -0.12277 0.88547 -1.25447 -0.4313 -1.9299 3.7990
N -0.79365 -6.48602 1.61693 0.1172 1.7273 3.5509
N 3.69277 -5.05662 -0.60159 -1.2296 2.1197 2.2448
C -1.21926 -4.29561 -1.54798 -2.3051 -3.0754 -3.1725
C 0.80694 4.38488 0.89747 0.8341 0.8596 0.5094
C 0.12928 -6.65750 -0.52841 -2.1013 0.0096 -1.8581
C 1.27373 5.23347 -0.29672 0.8432 -0.0392 -0.7475
C -0.48108 -1.83048 -0.80834 -2.0050 -2.7359 -1.6524
C 0.07148 -5.03960 -0.78805 2.4215 3.8430 1.0802
C -0.04464 7.94887 1.36624 -0.2958 0.2715 0.9756
C -1.62459 -2.70577 -1.28883 4.9038 0.6777 1.3589
C 1.17275 -4.10142 -0.36351 -3.6512 -1.1848 -1.1735
C 0.32044 7.43830 -0.03609 1.0130 -1.0375 -1.6496
C -0.70455 4.20842 1.02765 -1.0241 -0.3832 0.6207
C 1.02765 -2.45852 -0.61462 3.5114 1.2295 0.0627
B -0.68257 -0.23516 -0.46288 -0.5379 2.2252 0.6138
B -3.15332 -2.15747 -1.55694 -3.1733 0.1584 -0.6532
B 2.56921 -4.60024 0.36103 2.4125 -0.6453 -0.1212
H 1.00286 -7.18473 -1.13834 -1.7824 1.2697 1.8248
H 0.20953 1.53676 -0.54975 -0.7488 -1.0436 -1.5192
H -0.91453 -7.09412 -0.90870 2.3576 1.0342 0.5578
H -1.10682 3.64127 0.18479 0.1334 0.0158 -0.1557
H -4.06539 -3.85017 -0.77077 -0.6131 2.1263 -0.5406
H 4.57570 -5.24639 -0.07879 -1.0199 0.2311 -0.5777
H 0.65605 5.07071 -1.18826 -0.0972 0.0387 0.3832
H 0.68215 8.68644 1.71541 0.0934 -0.0448 -0.2620
H 2.56943 -5.50863 2.19031 0.3142 1.6182 -0.4518
H -1.93888 -0.77652 1.00076 0.9185 1.6544 -0.0736
H 2.26435 4.85096 -0.57749 -0.1884 0.1255 0.3361
H -3.91872 -0.26339 -1.68220 0.6280 -1.4257 -1.6093
H 3.88049 -4.28174 -1.27648 -0.3031 -1.1679 0.3406

=====

# 3
34
Properties=species:S:1:pos:R:3:forces:R:3 method="wB97M-V/def2-TZVPD" multiplicity=1 smiles="NCc1nc2cc(CCC(=O)O)cc(B(O)O)c2nc1Cl" molar_mass_g_mol=309.5 total_energy_ev=-38517.3366 orbital_gap_ev=8.82 charge=0
Cl -2.03421 3.11576 2.95717 -0.0917 0.0512 0.0363
O 2.45710 3.08269 -1.57634 -0.5389 0.4901 0.3141
O 2.33197 3.42205 0.76718 -0.4329 -0.1972 -0.0182
O -0.54569 -2.53900 -4.62896 0.1011 0.1626 0.5329
O -0.76039 -3.09430 -2.45456 0.4181 0.4724 0.2014
N -1.39011 -0.51387 1.56586 0.1057 0.0221 -0.0387
N -0.29649 2.05569 1.37694 -0.0506 -0.2051 -0.1313
N -2.87477 0.48551 4.58100 -0.0998 0.3838 -0.1751
C -3.05046 0.16543 3.15614 0.0493 -0.4494 0.2393
C -1.30423 1.77411 2.12066 -0.0868 0.2297 0.0850
C 0.23667 1.02285 0.66385 0.0231 -0.1100 0.0382
C 1.23011 -1.10056 -0.88675 0.2058 0.1674 0.0305
C 1.34066 1.24875 -0.19402 0.2567 0.2917 0.0392
C 1.79749 -2.18457 -1.77085 -0.5336 0.3305 0.0268
C -0.07509 -2.56288 -3.52417 -0.3200 -0.1497 -0.6014
C 0.18679 -1.31147 -0.03322 -0.0029 -0.2527 -0.0504
C -1.87944 0.46998 2.26353 -0.0536 0.0358 -0.0166
C -0.33322 -0.26050 0.74320 -0.0735 0.1495 0.1809
C 1.79987 0.19837 -0.94355 -0.1631 -0.2501 -0.1752
C 1.30712 -2.03614 -3.21898 0.1847 -0.1657 0.3441
B 2.05340 2.64962 -0.32039 0.1262 -0.0375 -0.1050
H 2.63335 0.35595 -1.61864 0.0758 0.0475 -0.0077
H 1.74645 2.96623 -2.21407 0.2671 -0.3407 -0.2820
H -3.48563 1.25348 4.82720 -0.0268 -0.0208 0.0717
H -1.94365 0.84237 4.75815 0.0843 -0.1774 0.0292
H -1.56094 -2.57367 -2.31547 -0.2887 -0.3150 -0.2284
H 1.99798 -2.51191 -3.91272 -0.0201 -0.0025 -0.1132
H 1.48416 -3.14729 -1.37713 0.2927 -0.1685 -0.0021
H -3.94849 0.63329 2.74999 -0.0116 0.1958 0.0758
H -3.19995 -0.90970 3.06784 -0.0283 -0.0421 -0.1360
H 2.88044 -2.08206 -1.75842 0.0995 -0.2577 -0.0002
H -0.26497 -2.28870 0.06843 -0.0395 -0.0344 0.0038
H 1.27481 -0.97528 -3.47206 0.0453 0.0193 -0.2044
H 2.18933 4.34978 0.55314 0.5267 0.1268 0.0364

=====

# 4
46
Properties=species:S:1:pos:R:3:forces:R:3 method="wB97M-V/def2-TZVPD" multiplicity=1 molar_mass_g_mol=653.0 total_energy_ev=-81274.1364 orbital_gap_ev=8.41 charge=+1
I 4.39487 -0.70287 2.62308 0.0420 -0.1182 -0.0715
S 3.18104 -0.92103 -0.74104 -0.0620 0.5422 -0.2597
P 0.47638 -0.45569 2.47670 -0.1783 -0.9901 0.3633
F 4.66232 1.32039 -3.58577 0.1275 -0.1641 -0.6674
F -3.59666 -1.56101 -2.78492 -0.0942 -0.0963 0.3714
F -5.71676 0.03342 -1.97469 0.1484 0.1245 0.2715
F -6.06696 2.37633 -0.18713 0.2877 -0.0876 -0.2148
F -4.89636 -2.40957 -1.20632 0.3764 0.1647 -0.0516
F -2.77430 0.37697 -1.31651 -0.2074 -0.2414 0.2781
F -5.85021 -0.11288 0.22173 0.1522 -0.0208 -0.3831
F -4.63862 2.39420 -1.86531 -0.0364 -0.1175 0.3250
F -3.37860 -0.57850 0.56923 -0.0994 0.1127 -0.3730
O 0.12311 -1.83925 2.79539 -0.0064 0.0339 -0.0506
O -1.31072 -2.31047 -1.28542 -0.0458 -0.1727 -0.0172
O 3.52664 2.38121 3.19429 -0.1365 0.3240 -0.2395
O 1.56918 2.56125 1.86558 -0.5118 -1.2607 0.0396
O 5.26681 1.93927 0.77891 -0.0605 -0.0824 -0.0719
O 3.51503 2.63890 -2.23922 -0.1969 0.0538 0.0055
N 1.78195 -0.38742 1.30419 -0.4731 0.2530 -0.3025
N 5.27334 1.39837 -1.46349 -0.7140 -0.9025 0.3333
C 2.97877 0.45715 1.49242 -0.1841 0.7738 0.4803
C 1.79870 -1.14906 0.22316 0.3979 -0.0241 0.1354
C -3.70260 -1.79505 -1.45332 -0.2210 -0.0739 -0.1627
C 3.36440 0.75475 0.06655 0.3015 -1.3977 -0.2417
C -2.61513 -2.76487 -1.01262 -0.0832 -0.0435 -0.1033
C -3.72524 -0.41982 -0.74284 0.0417 0.1163 -0.3259
C 0.79057 -2.14095 -0.22011 -0.1142 -0.2959 -0.0062
C -5.09682 0.31997 -0.81840 -0.0895 -0.0331 0.4282
C 4.70768 1.40438 -0.12764 0.5411 0.6975 -0.0967
C -0.65202 -1.61211 -0.26806 0.1789 0.2139 0.0510
C 4.38901 1.85997 -2.42007 -0.0212 0.4703 0.2807
C -4.91355 1.84945 -0.65710 -0.3036 0.1168 -0.2074
B 2.69532 1.88207 2.26443 0.0969 0.2825 0.0250
H 0.85121 -3.03672 0.39812 -0.0137 0.0087 0.2522
H 1.04720 -2.44226 -1.23073 0.0547 0.0020 -0.1530
H -0.64343 -0.54413 -0.49915 -0.0389 0.1335 -0.0531
H 4.42365 2.57885 2.89716 0.2104 -0.3744 0.2958
H 5.60976 0.47276 -1.72260 0.5657 0.1947 0.0511
H 1.01342 0.28807 3.53639 0.1275 0.2435 -0.2245
H 0.88733 2.69376 2.53198 0.1350 0.7389 0.0297
H -2.76954 -3.03300 0.03091 0.0716 0.0943 0.1741
H -0.53950 0.27014 1.85187 0.1348 0.3842 0.0356
H 2.56627 1.30180 -0.43097 0.0792 0.5257 0.0370
H -2.77877 -3.65800 -1.60836 0.0051 -0.0972 -0.1256
H -4.10670 2.07590 0.03958 0.0168 0.0966 0.0499
H -1.12146 -1.75463 0.70013 -0.2009 -0.1079 0.0895